Record 1
The following is a DFT calculation (ωB97M-V with the def2-TZVPD basis set) of a cluster of 2 separate species, C17H15Br2F5N2O5S in total.

The SMILES is C[C@@H](Br)[C@@H](Br)c1cccc2nc(S(=O)(=O)C(F)(F)C(F)(F)F)cnc12.C[C@@H]1COC(=O)O1. Its HOMO-LUMO gap is 0.282 hartree. The HOMO energy comes out at -9.083 eV. Its maximum force is 0.0940 hartree/bohr. The molar mass is 614.2 g/mol.

The geometry in ORCA input format:
```
! RIJCOSX wB97M-V def2-TZVPD def2/J DEFGRID3
* xyz 0 1
C 1.45 1.68 1.51
C 0.66 0.36 1.08
Br -0.79 -0.05 2.38
C 0.00 0.61 -0.37
Br 1.20 0.06 -1.84
C -1.46 0.02 -0.51
C -2.55 1.00 -0.41
C -3.99 0.58 -0.53
C -4.25 -0.84 -0.77
C -3.15 -1.87 -0.88
N -3.55 -3.18 -1.13
C -2.48 -4.00 -1.20
S -2.84 -5.77 -1.58
O -1.92 -6.70 -0.93
O -4.22 -6.01 -1.15
C -2.84 -5.93 -3.45
F -4.12 -5.62 -3.89
F -2.54 -7.23 -3.79
C -1.83 -4.98 -4.20
F -1.72 -5.42 -5.51
F -2.25 -3.68 -4.28
F -0.55 -5.08 -3.68
C -1.06 -3.59 -1.01
N -0.65 -2.31 -0.76
C -1.74 -1.45 -0.72
H 0.82 2.35 2.16
H 2.39 1.41 2.08
H 1.72 2.29 0.60
H 1.39 -0.49 1.08
H -0.08 1.73 -0.45
H -2.32 2.09 -0.26
H -4.86 1.27 -0.47
H -5.32 -1.16 -0.86
H -0.27 -4.38 -1.08
C 5.54 4.26 3.29
C 4.55 4.95 2.37
C 3.66 5.94 3.07
O 2.50 5.94 2.24
C 2.44 4.71 1.65
O 1.50 4.30 1.05
O 3.60 4.02 1.85
H 6.05 3.46 2.76
H 6.28 4.96 3.67
H 5.03 3.80 4.14
H 5.08 5.40 1.53
H 4.11 6.94 3.12
H 3.37 5.63 4.08
*
```

---

Record 2
The following is a DFT calculation (ωB97M-V with the def2-TZVPD basis set) of the ion C6H17N2O2Si with charge +1.

The energy relative to the best compared isomer or geometry (same formula, charge and spin) is 185.27 kJ/mol. Its HOMO-LUMO gap (spin up / spin down) is 0.279 / 0.211 hartree. The HOMO energy (spin up / spin down) comes out at -10.348 / -13.557 eV. As for the expectation value of S²: 2.009. Its maximum force is 0.2219 hartree/bohr. The molar mass is 177.3 g/mol.

The geometry in ORCA input format:
```
! RIJCOSX wB97M-V def2-TZVPD def2/J DEFGRID3
* xyz 1 3
C -0.25 0.72 -0.12
C -1.78 -2.15 -0.83
C -3.47 0.91 0.72
C 1.68 -1.70 1.10
C 2.50 1.34 1.04
C 2.30 -0.25 -1.66
N -1.33 0.05 -0.17
N -0.40 2.27 -0.43
O -1.24 -1.24 0.13
O -2.58 0.57 -0.39
Si 1.57 -0.07 0.08
H -2.49 -2.71 -0.38
H -1.02 -2.79 -1.30
H -2.18 -1.63 -1.59
H -3.02 1.76 1.12
H -3.80 0.13 1.53
H -4.33 1.10 0.22
H 2.82 -1.72 1.50
H 1.05 -1.60 2.09
H 1.43 -2.58 0.51
H 2.85 2.08 0.35
H 1.91 1.56 1.84
H 3.50 0.96 1.23
H 2.43 0.69 -2.17
H 3.30 -0.70 -1.54
H 1.58 -0.59 -2.39
H -1.32 2.65 -0.23
H 0.31 2.97 -0.28
*
```

---

Record 3
The following is a DFT calculation (ωB97M-V with the def2-TZVPD basis set) of a structure of composition C5H8N.

The energy relative to the best compared isomer or geometry (same formula, charge and spin) is 662.88 kJ/mol. Its HOMO-LUMO gap is 0.357 hartree. The HOMO energy comes out at -14.496 eV. Its maximum force is 0.0985 hartree/bohr. The molar mass is 82.1 g/mol.

The geometry in ORCA input format:
```
! RIJCOSX wB97M-V def2-TZVPD def2/J DEFGRID3
* xyz 1 1
C 2.31 0.16 0.09
C 1.33 -0.68 -0.26
C -2.16 0.17 -0.11
C -1.03 0.14 -0.90
C -1.23 -0.82 0.37
N 0.01 -0.16 -0.04
H 3.40 -0.10 -0.15
H 2.03 1.16 0.44
H 1.39 -1.64 -0.61
H -0.23 1.36 1.65
H -3.20 0.27 -0.09
H -1.02 0.25 -2.05
H -1.61 -1.84 0.67
H 0.03 1.73 0.98
*
```

---

Record 4
The following is a DFT calculation (ωB97M-V with the def2-TZVPD basis set) of a structure of composition C8H24FKO4.

The energy relative to the best compared isomer or geometry (same formula, charge and spin) is 20.41 kJ/mol. Its HOMO-LUMO gap is 0.305 hartree. The HOMO energy comes out at -8.456 eV. Its maximum force is 0.0184 hartree/bohr. The molar mass is 242.4 g/mol.

The geometry in ORCA input format:
```
! RIJCOSX wB97M-V def2-TZVPD def2/J DEFGRID3
* xyz 0 1
K -0.43 -0.57 -0.44
F -2.03 -1.92 1.46
C 1.79 -3.32 -3.15
C 1.67 -3.10 -1.65
O 1.89 -1.74 -1.27
H 1.02 -2.80 -3.72
H 1.71 -4.38 -3.36
H 2.78 -2.95 -3.44
H 2.37 -3.74 -1.10
H 0.67 -3.37 -1.30
H 2.81 -1.51 -1.37
C 1.76 -1.23 4.28
C 0.32 -1.31 3.85
O 0.27 -1.20 2.43
H 2.27 -0.41 3.78
H 2.29 -2.13 3.94
H 1.86 -1.15 5.36
H -0.25 -0.49 4.32
H -0.20 -2.23 4.15
H -0.63 -1.54 2.15
C 0.28 2.86 1.05
C 0.76 3.03 -0.36
O 0.99 1.72 -0.95
H 0.18 3.81 1.58
H 0.92 2.24 1.69
H -0.70 2.38 1.04
H 1.70 3.58 -0.42
H 0.02 3.54 -0.99
H 1.36 1.88 -1.82
C -2.71 1.95 -2.69
C -3.42 1.90 -1.36
O -2.64 1.13 -0.45
H -3.19 2.69 -3.33
H -2.68 0.98 -3.19
H -1.67 2.27 -2.61
H -4.38 1.38 -1.49
H -3.63 2.90 -0.97
H -3.12 0.87 0.34
*
```

---

Record 5
The following is a DFT calculation (ωB97M-V with the def2-TZVPD basis set) of a cluster of 2 separate species, C5H14 in total.

The energy relative to the best compared isomer or geometry (same formula, charge and spin) is 47.38 kJ/mol. Its HOMO-LUMO gap (spin up / spin down) is 0.404 / 0.147 hartree. The HOMO energy (spin up / spin down) comes out at -14.394 / -14.394 eV. As for the expectation value of S²: 0.753. Its maximum force is 0.0310 hartree/bohr. The molar mass is 74.2 g/mol.

The geometry in ORCA input format:
```
! RIJCOSX wB97M-V def2-TZVPD def2/J DEFGRID3
* xyz 1 2
C -0.48 0.44 3.21
C 0.71 -0.24 2.53
H -1.24 -0.27 3.53
H -0.19 0.89 4.17
H -0.82 1.30 2.63
H 0.58 -1.30 2.30
H 1.61 -0.18 3.13
H 1.00 0.24 1.59
C -0.08 -0.53 -1.75
C 0.27 -0.35 -3.27
C -0.54 0.61 -0.90
H -0.72 -1.39 -1.62
H 1.02 -0.74 -1.52
H -0.44 -1.00 -3.79
H 0.30 1.19 -0.49
H 1.24 -0.66 -3.69
H 0.17 0.73 -3.41
H -1.18 1.32 -1.42
H -1.00 0.16 -0.03
*
```

---

Record 6
The following is a DFT calculation (ωB97M-V with the def2-TZVPD basis set) of the molecule C4H5NO2.

The energy relative to the best compared isomer or geometry (same formula, charge and spin) is 424.67 kJ/mol. Its HOMO-LUMO gap (spin up / spin down) is 0.312 / 0.312 hartree. The HOMO energy (spin up / spin down) comes out at -9.099 / -9.098 eV. Its maximum force is 0.0171 hartree/bohr. The molar mass is 99.1 g/mol.

The geometry in ORCA input format:
```
! RIJCOSX wB97M-V def2-TZVPD def2/J DEFGRID3
* xyz 0 1
O 1.75 1.32 1.49
C 1.90 0.51 0.62
C 0.79 0.01 -0.29
O 1.11 -0.61 -1.31
N -0.61 -0.56 0.40
C -1.52 -1.25 -0.17
C -0.60 0.83 -0.01
H 2.89 0.16 0.28
H -2.52 -0.83 -0.16
H -1.30 -2.17 -0.70
H -1.13 1.03 -0.94
H -0.76 1.57 0.79
*
```

---

Record 7
The following is a DFT calculation (ωB97M-V with the def2-TZVPD basis set) of a structure of composition C5H12N2O.

The energy relative to the best compared isomer or geometry (same formula, charge and spin) is 757.30 kJ/mol. Its HOMO-LUMO gap is 0.359 hartree. The HOMO energy comes out at -9.094 eV. Its maximum force is 0.1535 hartree/bohr. The molar mass is 116.2 g/mol.

The geometry in ORCA input format:
```
! RIJCOSX wB97M-V def2-TZVPD def2/J DEFGRID3
* xyz 0 1
C 0.76 -1.27 0.64
C -0.28 -0.23 0.57
C -0.85 -0.27 -0.79
C 0.12 1.20 0.89
C 1.11 1.78 0.03
H 1.92 0.16 -0.54
H 2.68 -1.36 -0.16
H 1.10 -1.55 1.63
H 0.35 -2.21 0.50
H -2.24 -0.10 0.62
H -0.31 0.13 -1.57
H -0.95 -1.36 -0.84
H -2.14 1.08 -0.56
H -2.26 0.11 -1.84
H -0.13 1.44 1.98
H 1.82 2.54 0.04
H 1.38 1.07 -0.94
N 1.70 -0.88 -0.50
N -2.31 0.05 -0.68
O -1.46 -0.32 1.52
*
```

---

Record 8
The following is a DFT calculation (ωB97M-V with the def2-TZVPD basis set) of a cluster of 10 separate species, FH18O9 in total.

The energy relative to the best compared isomer or geometry (same formula, charge and spin) is 40.06 kJ/mol. Its HOMO-LUMO gap is 0.386 hartree. The HOMO energy comes out at -7.384 eV. Its maximum force is 0.0427 hartree/bohr. The molar mass is 181.1 g/mol.

The geometry in ORCA input format:
```
! RIJCOSX wB97M-V def2-TZVPD def2/J DEFGRID3
* xyz -1 1
F -0.01 0.08 -0.29
O -2.65 0.76 -0.78
H -2.72 1.68 -0.98
H -1.73 0.60 -0.73
O 0.13 1.42 3.07
H -0.02 1.63 2.12
H -0.65 1.82 3.43
O -1.66 -1.66 0.65
H -1.61 -1.81 1.58
H -1.05 -0.91 0.35
O 2.21 1.28 0.50
H 2.60 1.12 -0.34
H 1.46 0.69 0.47
O 1.05 -2.53 2.13
H 1.79 -2.14 2.59
H 0.97 -2.09 1.28
O 1.22 -2.09 -0.73
H 0.50 -2.71 -0.78
H 0.73 -1.22 -0.58
O 0.05 -1.66 -3.19
H -0.42 -1.42 -2.38
H 0.59 -2.44 -2.99
O -0.39 2.48 0.66
H -1.32 2.39 0.95
H -0.27 1.65 0.21
O 0.72 1.72 -2.31
H 0.52 1.08 -1.61
H -0.05 2.29 -2.29
*
```

---

Record 9
The following is a DFT calculation (ωB97M-V with the def2-TZVPD basis set) of the molecule C12H15N5O3S3.

The energy relative to the best compared isomer or geometry (same formula, charge and spin) is 11.91 kJ/mol. The SMILES is CCOC(=O)c1sc(NC(=O)[C@@H](C)Sc2nnc(N)s2)nc1C. Its HOMO-LUMO gap is 0.328 hartree. The HOMO energy comes out at -8.536 eV. Its maximum force is 0.0326 hartree/bohr. The molar mass is 373.5 g/mol.

The geometry in ORCA input format:
```
! RIJCOSX wB97M-V def2-TZVPD def2/J DEFGRID3
* xyz 0 1
C 0.50 -5.81 3.38
C -0.83 -5.39 2.78
O -0.72 -4.02 2.38
C -1.76 -3.52 1.70
O -2.75 -4.15 1.42
C -1.52 -2.13 1.35
S -0.05 -1.34 1.84
C -0.64 0.11 1.06
N 0.13 1.23 1.09
C 0.01 2.41 0.37
O 0.82 3.29 0.54
C -1.11 2.50 -0.63
C -1.30 3.91 -1.15
S -0.67 1.34 -2.02
C 1.06 1.55 -1.99
N 1.86 0.77 -1.36
N 3.13 1.11 -1.42
C 3.35 2.18 -2.12
N 4.56 2.75 -2.27
S 1.90 2.89 -2.81
N -1.81 -0.01 0.52
C -2.32 -1.25 0.66
C -3.65 -1.55 0.07
H 1.30 -5.70 2.65
H 0.45 -6.85 3.69
H 0.73 -5.19 4.24
H -1.64 -5.49 3.50
H -1.08 -5.99 1.90
H 0.98 1.18 1.64
H -2.03 2.07 -0.23
H -1.61 4.56 -0.33
H -0.36 4.30 -1.54
H -2.05 3.93 -1.93
H 4.69 3.47 -2.95
H 5.36 2.23 -1.95
H -3.62 -1.35 -1.00
H -3.92 -2.58 0.25
H -4.40 -0.89 0.50
*
```

---

Record 10
The following is a DFT calculation (ωB97M-V with the def2-TZVPD basis set) of the molecule C11H20N2O3.

The energy relative to the best compared isomer or geometry (same formula, charge and spin) is 87.46 kJ/mol. The SMILES is CCN(CC)CCCNC(=O)/C=C/C(=O)O. Its HOMO-LUMO gap is 0.331 hartree. The HOMO energy comes out at -8.898 eV. Its maximum force is 0.0148 hartree/bohr. The molar mass is 228.3 g/mol.

The geometry in ORCA input format:
```
! RIJCOSX wB97M-V def2-TZVPD def2/J DEFGRID3
* xyz 0 1
C 0.20 1.11 -2.51
C 1.21 1.58 -1.47
N 0.77 1.33 -0.10
C -0.48 1.98 0.26
C -0.54 3.50 0.08
C 1.83 1.53 0.88
C 1.71 0.59 2.08
C 1.86 -0.88 1.68
N 0.80 -1.27 0.80
C 0.02 -2.35 1.00
O 0.21 -3.16 1.89
C -1.09 -2.47 0.02
C -1.93 -3.50 0.02
C -3.02 -3.60 -0.97
O -3.26 -2.79 -1.83
O -3.73 -4.72 -0.81
H -0.09 0.07 -2.32
H 0.65 1.16 -3.50
H -0.70 1.72 -2.51
H 1.45 2.64 -1.64
H 2.14 1.01 -1.61
H -0.67 1.74 1.31
H -1.28 1.52 -0.33
H 0.28 3.99 0.62
H -1.48 3.87 0.48
H -0.48 3.78 -0.97
H 2.79 1.33 0.40
H 1.86 2.57 1.24
H 0.74 0.72 2.57
H 2.49 0.84 2.81
H 2.83 -1.02 1.18
H 1.83 -1.53 2.56
H 0.55 -0.54 0.13
H -1.20 -1.68 -0.72
H -1.83 -4.30 0.74
H -4.44 -4.77 -1.47
*
```

---

Record 11
The following is a DFT calculation (ωB97M-V with the def2-TZVPD basis set) of a structure of composition C25H31N5PtS2.

The energy relative to the best compared isomer or geometry (same formula, charge and spin) is 0.00 kJ/mol. Its HOMO-LUMO gap (spin up / spin down) is 0.213 / 0.239 hartree. The HOMO energy (spin up / spin down) comes out at -5.449 / -6.478 eV. As for the expectation value of S²: 2.014. Its maximum force is 0.0048 hartree/bohr. The molar mass is 660.8 g/mol.

The geometry in ORCA input format:
```
! RIJCOSX wB97M-V def2-TZVPD def2/J DEFGRID3
* xyz 0 3
Pt -0.21 0.15 -0.28
C 0.87 2.80 1.16
C 2.17 2.00 1.35
C 2.76 1.22 0.18
N 1.92 0.13 -0.29
C 2.45 -0.83 -1.02
C 3.79 -0.77 -1.49
C 4.62 -1.75 -2.00
C 4.41 -3.11 -2.18
C 3.20 -3.76 -1.97
C 1.96 -3.25 -1.65
C 1.52 -1.92 -1.42
N 0.25 -1.60 -1.42
C -0.79 -2.57 -1.71
C -2.16 -1.96 -1.98
C -2.82 -1.23 -0.80
N -2.30 0.12 -0.66
C -2.78 1.11 -1.42
C -3.94 1.00 -2.21
C -4.73 1.98 -2.80
C -4.63 3.35 -2.78
C -3.57 4.08 -2.22
C -2.39 3.64 -1.68
C -1.89 2.31 -1.48
N -0.63 2.04 -1.31
C 0.43 3.02 -1.40
C 0.76 3.71 -0.07
H 0.01 2.13 1.18
H 0.76 3.42 2.05
H 2.95 2.70 1.66
H 2.02 1.31 2.18
H 2.99 1.90 -0.65
H 3.72 0.82 0.52
H 4.25 0.21 -1.41
H 5.61 -1.39 -2.26
H 5.25 -3.70 -2.51
H 3.23 -4.84 -2.10
H 1.17 -4.00 -1.60
H -0.50 -3.15 -2.59
H -0.87 -3.28 -0.87
H -2.11 -1.28 -2.83
H -2.81 -2.79 -2.28
H -3.91 -1.24 -0.90
H -2.59 -1.77 0.13
H -4.31 -0.01 -2.35
H -5.59 1.59 -3.33
H -5.42 3.92 -3.24
H -3.67 5.16 -2.26
H -1.69 4.41 -1.40
H 1.30 2.49 -1.77
H 0.18 3.79 -2.15
H 1.68 4.28 -0.20
H -0.02 4.45 0.14
S -0.11 -1.53 1.88
C -1.36 -0.92 2.79
N -2.30 -0.08 2.38
C -3.20 0.47 3.38
C -3.23 -0.55 4.51
S -1.57 -1.30 4.49
H -2.34 0.19 1.39
H -4.19 0.63 2.95
H -2.82 1.43 3.74
H -3.98 -1.32 4.35
H -3.40 -0.08 5.48
*
```

---

Record 12
The following is a DFT calculation (ωB97M-V with the def2-TZVPD basis set) of a cluster of 8 separate species, H16O8 in total.

The energy relative to the best compared isomer or geometry (same formula, charge and spin) is 240.08 kJ/mol. The SMILES is O.O.O.O.O.O.O.O. Its HOMO-LUMO gap is 0.373 hartree. The HOMO energy comes out at -10.109 eV. Its maximum force is 0.0686 hartree/bohr. The molar mass is 144.1 g/mol.

The geometry in ORCA input format:
```
! RIJCOSX wB97M-V def2-TZVPD def2/J DEFGRID3
* xyz 0 1
O 1.65 -1.93 2.28
H 1.08 -1.77 1.56
H 1.27 -1.81 3.16
O -1.94 1.16 -1.16
H -1.10 0.89 -0.83
H -2.23 1.96 -0.75
O -0.18 2.23 1.92
H -0.31 2.41 2.82
H -0.13 3.08 1.59
O 2.28 -2.25 -1.43
H 2.75 -2.44 -2.22
H 1.43 -2.00 -1.77
O 0.99 1.33 -1.06
H 0.94 0.77 -0.29
H 1.92 1.36 -1.18
O -2.02 0.35 1.73
H -2.57 0.70 1.05
H -1.34 0.97 2.02
O -0.46 -1.16 -2.71
H -1.26 -0.64 -2.59
H 0.01 -0.79 -3.43
O 0.05 -0.78 0.57
H -0.73 -0.45 1.02
H -0.09 -1.20 -0.28
*
```